Molecular formula: C4H4Cl12
Method: DFT, ωB97M-V/def2-TZVPD

The frontier orbital gap is 9.14 eV. The value obtained for the HOMO energy is -0.3369 Ha.

Structure (ORCA input):
```
! wB97M-V def2-TZVPD RIJCOSX def2/J DEFGRID3
* xyz 0 1
C -3.233 0.270 9.081
Cl -3.945 0.941 10.589
Cl -4.172 0.776 7.630
Cl -3.176 -1.486 9.055
H -2.228 0.689 9.036
C -0.956 2.657 7.897
Cl -2.555 2.176 8.476
Cl 0.223 1.292 8.082
Cl -0.460 4.111 8.781
H -0.925 2.947 6.847
C -0.503 2.008 11.285
Cl -1.117 3.674 11.458
Cl -1.739 1.084 10.303
Cl -0.164 1.185 12.835
H 0.394 2.005 10.664
C -5.001 -2.311 10.615
Cl -5.000 -1.156 11.942
Cl -6.052 -1.733 9.299
Cl -5.659 -3.884 11.225
H -3.987 -2.444 10.237
*
```

Results of the Mulliken charge analysis, in e, for atoms 1 through 6: C 0.8193; Cl -0.0981; Cl -0.1680; Cl -0.2186; H -0.2136; C -0.1073

***

Molecular formula: C32H44ClF2N2O4S2
Method: DFT, ωB97M-V/def2-TZVPD

The frontier orbital gap is 6.72 eV. The value obtained for the HOMO energy is -0.1831 Ha.

Structure (ORCA input):
```
! wB97M-V def2-TZVPD RIJCOSX def2/J DEFGRID3
* xyz -1 1
C -3.334 -1.677 -6.049
C -4.249 -0.398 -5.919
C -5.003 -0.397 -4.548
O -6.045 -0.952 -4.329
O -4.381 0.289 -3.490
C -3.560 -0.604 -2.704
C -2.436 0.261 -2.010
C -2.334 -0.024 -0.477
C -3.483 0.295 0.370
C -4.841 0.905 -0.095
C -4.744 2.275 -0.847
C -3.742 3.315 -0.232
F -6.055 2.875 -0.757
C -3.351 0.058 1.828
C -2.115 -0.464 2.363
C -0.942 -0.824 1.534
C -1.086 -0.582 0.089
C 0.159 -0.950 -0.806
C 0.043 -2.501 -1.165
C 1.399 -3.300 -0.979
C 1.843 -4.107 -2.272
O 3.129 -3.599 -2.741
C 2.878 -2.407 -3.454
C 2.246 -2.445 -4.900
O 3.132 -1.369 -2.912
N 0.231 -1.369 2.152
C 0.750 -0.558 3.225
C 2.160 -0.121 3.279
C 3.190 -0.519 2.171
C 3.837 0.760 1.447
C 3.897 0.625 -0.123
S 3.657 2.353 -0.789
C 2.585 0.720 4.416
C 4.053 1.286 4.550
C 3.923 2.856 4.228
C 5.014 3.384 3.219
Cl 3.976 3.871 5.770
C 1.679 1.100 5.506
C 0.294 0.650 5.460
N -0.630 1.039 6.512
C -0.137 -0.157 4.333
S -1.871 -0.734 4.158
H -3.890 -2.541 -5.598
H -2.381 -1.573 -5.468
H -3.044 -1.857 -7.114
H -5.012 -0.353 -6.733
H -3.615 0.530 -5.983
H -4.162 -1.192 -1.967
H -3.043 -1.345 -3.373
H -1.463 0.144 -2.554
H -2.723 1.340 -2.136
H -5.295 0.167 -0.823
H -5.565 0.939 0.766
H -4.529 2.198 -1.938
H -4.269 4.070 0.413
H -3.328 3.915 -1.097
H -2.855 2.873 0.283
H -4.202 0.321 2.492
H 0.232 -0.296 -1.714
H 1.100 -0.742 -0.219
H -0.813 -2.922 -0.573
H -0.249 -2.573 -2.247
H 1.286 -4.035 -0.139
H 2.237 -2.612 -0.691
H 1.062 -4.047 -3.088
H 1.972 -5.201 -2.052
H 2.860 -1.846 -5.611
H 2.138 -3.516 -5.234
H 1.216 -2.008 -4.780
H 0.946 -1.636 1.480
H 2.749 -1.148 1.353
H 4.018 -1.135 2.632
H 3.272 1.697 1.737
H 4.887 0.820 1.836
H 3.034 0.030 -0.538
H 4.872 0.188 -0.476
H 2.444 2.699 -0.202
H 4.302 1.219 5.639
H 4.776 0.770 3.880
H 2.920 3.042 3.740
H 4.502 4.083 2.501
H 5.506 2.578 2.628
H 5.781 3.978 3.779
H 2.006 1.723 6.375
H -1.442 0.418 6.512
H -0.115 0.904 7.388
F 2.137 3.074 1.898
*
```

Results of the Mulliken charge analysis, in e, for atoms 1 through 6: C -0.8715; C -0.2789; C 0.4174; O -0.5443; O -0.2767; C -0.4713

***

Molecular formula: C18H39N4O8S3
Method: DFT, ωB97M-V/def2-TZVPD

The frontier orbital gap is 8.56 eV. The value obtained for the HOMO energy is -0.2387 Ha.

Structure (ORCA input):
```
! wB97M-V def2-TZVPD RIJCOSX def2/J DEFGRID3
* xyz -1 1
N 14.326 -7.699 12.467
O 14.403 -6.511 12.335
O 14.875 -8.433 11.679
O 13.647 -8.083 13.388
C 15.715 -4.001 13.966
C 15.023 -2.892 14.709
N 14.425 -2.072 15.263
H 15.020 -4.835 14.065
H 16.704 -4.218 14.369
H 15.870 -3.722 12.923
C 16.963 -9.910 14.431
C 16.246 -11.128 14.957
N 15.628 -11.988 15.370
H 17.732 -10.219 13.723
H 17.366 -9.467 15.341
H 16.201 -9.257 14.006
C 13.977 -3.100 10.379
C 15.016 -2.194 10.905
N 15.797 -1.448 11.292
H 13.031 -2.568 10.487
H 13.957 -4.077 10.861
H 14.064 -3.297 9.311
C 11.796 -9.879 11.162
S 12.353 -10.332 9.415
O 12.475 -11.835 9.213
C 10.948 -9.614 8.418
H 12.443 -10.445 11.831
H 10.766 -10.202 11.318
H 12.016 -8.834 11.379
H 10.194 -10.361 8.168
H 11.378 -9.469 7.426
H 10.659 -8.647 8.830
C 17.874 -4.889 11.353
S 18.695 -6.394 10.727
O 20.218 -6.228 10.842
C 18.106 -7.630 12.041
H 18.310 -4.592 12.307
H 16.826 -5.144 11.508
H 17.929 -4.057 10.651
H 18.958 -7.938 12.647
H 17.615 -8.493 11.591
H 17.350 -7.129 12.645
C 16.558 -5.003 7.754
S 14.914 -5.687 7.173
O 15.179 -6.251 5.786
C 14.809 -7.035 8.442
H 16.796 -4.145 7.126
H 17.374 -5.720 7.663
H 16.460 -4.583 8.755
H 13.826 -7.507 8.450
H 15.010 -6.731 9.469
H 15.550 -7.798 8.202
C 15.036 -12.111 11.371
C 16.445 -11.702 11.008
O 17.363 -12.010 11.732
C 16.684 -11.126 9.614
H 14.690 -12.776 10.579
H 14.417 -11.214 11.348
H 14.902 -12.488 12.385
H 15.774 -10.761 9.137
H 17.198 -11.842 8.973
H 17.330 -10.259 9.753
C 12.741 -10.003 18.030
C 11.923 -9.866 16.755
O 10.770 -9.389 16.824
C 12.664 -10.186 15.407
H 12.866 -11.035 18.360
H 12.325 -9.465 18.882
H 13.694 -9.534 17.788
H 12.205 -9.754 14.518
H 12.734 -11.269 15.312
H 13.673 -9.773 15.384
*
```

Results of the Mulliken charge analysis, in e, for atoms 1 through 6: N 0.5631; O -0.6629; O -0.1812; O -0.5822; C 0.1802; C 0.0293